Entry 1:
2 unconnected molecules or ions with the total composition C2H8NO2. Source: OMol25; level of theory: wB97M-V/def2-TZVPD.

For the frontier orbital gap, the calculation gives 7.613 eV. The net charge is -1. The total energy is -286.23078 a.u. For the lowest unoccupied orbital energy, the calculation gives 4.41 eV. The value obtained for the energy above the lowest of the compared OMol25 structures with the same formula, charge and spin is 0.449 eV. As for the molecular weight: 78.09 g/mol. For the HOMO energy, the calculation gives -3.206 eV.

The geometry in XYZ format:
```
13
Properties=species:S:1:pos:R:3:nbo_charge:R:1
C -0.81887 -2.27370 0.81410 -0.235
O 0.01195 -1.46813 1.59628 -0.796
H -0.80585 -1.96138 -0.23113 0.174
H -0.51717 -3.32901 0.87298 0.128
H -1.86359 -2.19255 1.12246 0.130
N -0.17282 2.03215 -1.75713 -0.901
C 0.75478 1.53579 -0.69149 0.145
O 0.27524 0.51929 0.01673 -0.975
H -0.34208 1.21632 -2.34048 0.327
H -1.05908 2.20406 -1.29186 0.330
H 1.68791 1.29117 -1.26027 0.067
H 0.95388 2.43341 -0.06989 0.072
H 0.30339 -0.70952 1.01535 0.533
```

=====

Entry 2:
2 unconnected molecules or ions with the total composition C2H8NO2 at a distorted geometry. Source: OMol25; level of theory: wB97M-V/def2-TZVPD.

For the frontier orbital gap, the calculation gives 7.161 eV. The net charge is -1. The total energy is -286.21702 a.u. For the lowest unoccupied orbital energy, the calculation gives 4.45 eV. The value obtained for the energy above the lowest of the compared OMol25 structures with the same formula, charge and spin is 0.823 eV. As for the molecular weight: 78.09 g/mol. For the HOMO energy, the calculation gives -2.708 eV.

The geometry in XYZ format:
```
13
Properties=species:S:1:pos:R:3:nbo_charge:R:1
C 1.29216 -0.59446 0.14587 -0.436
N -0.19887 -0.62676 0.07085 -0.756
C -0.66442 0.01983 -1.34153 0.167
O 0.30797 0.30953 -2.14713 -0.903
H 1.72604 -1.14541 -0.73222 0.179
H 1.62490 -1.01781 1.08262 0.162
H 1.59785 0.43250 0.01387 0.201
H -0.47971 -1.59865 0.15729 0.324
H -1.16521 0.95524 -0.90714 0.042
H -1.40887 -0.74665 -1.66025 0.057
H -0.55630 0.64028 1.54700 0.509
H -1.15829 2.05991 1.60184 0.455
O -0.91725 1.31244 2.16893 -1.002
```

=====

Entry 3:
2 unconnected molecules or ions with the total composition C2H8NO2 at a distorted geometry. Source: OMol25; level of theory: wB97M-V/def2-TZVPD.

For the frontier orbital gap, the calculation gives 6.783 eV. The net charge is -1. The total energy is -286.19591 a.u. For the lowest unoccupied orbital energy, the calculation gives 4.07 eV. The value obtained for the energy above the lowest of the compared OMol25 structures with the same formula, charge and spin is 1.398 eV. As for the molecular weight: 78.09 g/mol. For the HOMO energy, the calculation gives -2.713 eV.

The geometry in XYZ format:
```
13
Properties=species:S:1:pos:R:3:nbo_charge:R:1
C 0.66124 0.90915 0.39386 -0.430
N 0.00368 -0.05625 -0.42124 -0.747
C 0.86194 -1.40731 -0.28564 0.141
O 1.85491 -1.62639 -1.20848 -0.926
H 1.74134 0.71332 0.19383 0.185
H 0.54545 2.00350 0.19235 0.170
H 0.53048 0.83133 1.51309 0.164
H -0.05017 0.29648 -1.38499 0.360
H 1.23132 -1.32363 0.80127 0.050
H 0.04227 -2.03868 -0.08175 0.085
H -1.68508 0.40762 0.04449 0.499
H -3.24737 0.36979 0.23413 0.449
O -2.49000 0.92107 0.00908 -1.001
```

=====

Entry 4:
2 unconnected molecules or ions with the total composition C2H8NO2 at a distorted geometry. Source: OMol25; level of theory: wB97M-V/def2-TZVPD.

For the frontier orbital gap, the calculation gives 6.835 eV. The net charge is -1. The total energy is -286.21746 a.u. For the lowest unoccupied orbital energy, the calculation gives 4.18 eV. The value obtained for the energy above the lowest of the compared OMol25 structures with the same formula, charge and spin is 0.811 eV. As for the molecular weight: 78.09 g/mol. For the HOMO energy, the calculation gives -2.650 eV.

The geometry in XYZ format:
```
13
Properties=species:S:1:pos:R:3:nbo_charge:R:1
C -1.09958 -0.35405 -0.80783 -0.441
N -0.00171 0.16020 0.08524 -0.716
C 0.48766 -1.00785 0.89570 0.148
O -0.30305 -1.53225 1.79934 -0.920
H -0.65461 -0.67328 -1.78821 0.165
H -1.43684 -1.26276 -0.31694 0.211
H -1.90111 0.33914 -0.96802 0.173
H -0.48423 0.86564 0.64214 0.338
H 0.91393 -1.64751 0.05298 0.047
H 1.45208 -0.55467 1.27731 0.051
H 0.65979 1.61815 -0.81179 0.502
H 1.71505 2.39296 -1.62484 0.447
O 0.77396 2.27990 -1.54659 -1.003
```

=====

Entry 5:
2 unconnected molecules or ions with the total composition C2H8NO2 at a distorted geometry. Source: OMol25; level of theory: wB97M-V/def2-TZVPD.

For the frontier orbital gap (alpha / beta), the calculation gives 10.753 / 7.041 eV. The net charge is 0. The total energy is -286.09469 a.u. For the lowest unoccupied orbital energy (alpha / beta), the calculation gives 0.81 / -2.85 eV. The value obtained for the energy above the lowest of the compared OMol25 structures with the same formula, charge and spin is 1.451 eV. The expectation value of S² is 0.755. The multiplicity is 2. As for the molecular weight: 78.09 g/mol. For the HOMO energy (alpha / beta), the calculation gives -9.946 / -9.889 eV.

The geometry in XYZ format:
```
13
Properties=species:S:1:pos:R:3:nbo_charge:R:1
C 0.39385 -1.89649 -0.22508 -0.258
O 0.48037 -1.03640 -1.25502 -0.734
H 1.39288 -2.32112 -0.07061 0.166
H -0.27148 -2.71201 -0.53467 0.174
H -0.21897 -1.53576 0.59898 0.162
N -1.36697 1.04620 0.33403 -0.815
C 0.11738 1.41075 0.61492 0.009
O 1.08990 1.07815 -0.22451 -0.318
H -1.17729 0.58385 -0.59555 0.369
H -1.70615 1.94074 0.04042 0.346
H 0.34840 1.05587 1.56052 0.204
H 0.10643 2.49253 0.72148 0.232
H 0.81165 -0.10630 -0.96491 0.463
```

=====

Entry 6:
2 unconnected molecules or ions with the total composition C2H8NO2 at a distorted geometry. Source: OMol25; level of theory: wB97M-V/def2-TZVPD.

For the frontier orbital gap (alpha / beta), the calculation gives 10.409 / 7.251 eV. The net charge is 0. The total energy is -286.11378 a.u. For the lowest unoccupied orbital energy (alpha / beta), the calculation gives 0.87 / -2.25 eV. The value obtained for the energy above the lowest of the compared OMol25 structures with the same formula, charge and spin is 0.931 eV. The expectation value of S² is 0.754. The multiplicity is 2. As for the molecular weight: 78.09 g/mol. For the HOMO energy (alpha / beta), the calculation gives -9.535 / -9.503 eV.

The geometry in XYZ format:
```
13
Properties=species:S:1:pos:R:3:nbo_charge:R:1
C 0.85242 2.49236 -0.88213 -0.234
O 0.73671 1.11950 -0.96325 -0.783
H 1.81798 2.79007 -0.42760 0.153
H -0.01690 2.92650 -0.32854 0.148
H 0.83295 2.96625 -1.88294 0.169
N -1.19568 -2.33327 0.75631 -0.843
C -0.82248 -1.02590 0.28010 -0.017
O 0.37384 -0.50401 0.82741 -0.251
H -1.54190 -2.29110 1.69889 0.369
H -0.45723 -2.99889 0.59259 0.375
H -1.53389 -0.24618 0.61425 0.213
H -0.61322 -1.15049 -0.78525 0.231
H 0.40292 0.61979 -0.14123 0.469
```